(1)
The following is a DFT calculation (ωB97M-V/def2-TZVPD) of a 2-piece molecular cluster, C10H16O overall at a distorted geometry.

Structure (XYZ):
```
27
Properties=species:S:1:pos:R:3:forces:R:3
H 0.5920 1.6622 -0.6693 -0.02 0.21 -0.04
H 0.5063 2.7837 1.4960 -0.21 -0.10 0.04
H -2.4887 -0.8333 -0.4695 0.00 -0.14 0.08
C -1.0443 2.9573 -0.0320 0.82 -0.11 -0.36
C 1.3592 -0.9420 0.7710 -0.87 1.10 -0.02
H -2.3975 -2.3374 -1.3921 0.13 -0.04 -0.16
H -0.6230 4.0822 1.7844 -0.05 0.28 0.10
C 0.0278 2.5315 -1.0309 0.17 -0.57 0.01
H 3.9340 -2.5801 -0.0562 -0.39 0.36 0.36
C -0.6382 -1.9097 -0.1708 -0.08 0.41 -0.83
C 0.0025 -0.8540 0.4638 0.16 -0.81 0.45
C 0.1453 -2.9649 -0.6300 -0.21 0.25 -0.39
C 2.1269 -1.9663 0.2644 0.43 -0.41 0.00
H -0.5596 0.0234 0.7627 0.00 -0.06 0.13
H -1.3701 3.9224 -0.3695 -0.62 0.48 -0.09
H -1.1496 2.4396 2.0806 0.25 0.06 0.00
C -2.1189 -1.8617 -0.4561 0.04 -0.17 0.54
H -1.8547 2.2509 -0.1654 -0.38 -0.02 0.37
H 2.0271 -3.8790 -0.8145 0.49 0.19 -0.03
C 1.5187 -3.0032 -0.4358 -0.63 -0.06 0.09
O 3.4772 -1.8983 0.4690 0.43 -0.45 -0.19
H -0.4433 2.2156 -1.9591 -0.01 0.05 -0.19
H 1.7444 -0.1209 1.3679 0.55 -0.24 -0.23
H -0.3269 -3.6922 -1.2901 0.12 -0.17 0.40
H 0.7271 3.3251 -1.2762 0.15 0.13 0.12
C -0.5493 3.0691 1.4144 -0.08 -0.42 0.00
H -2.6243 -2.4201 0.3433 -0.18 0.25 -0.16
```
Forces are in eV/Å.

As for the total energy: -12676.7572 eV. As for the multiplicity: 1. As for the HOMO-LUMO gap: 9.3 eV. As for the net charge: 0. As for the maximum force: 1.40 eV/A. As for the SMILES: Cc1ccc(O)cc1.CCC. Its energy above the lowest of the compared OMol25 structures with the same formula, charge and spin is 22.3 kcal/mol.

(2)
The following is a DFT calculation (ωB97M-V/def2-TZVPD) of a 2-piece molecular cluster, C10H16O overall at a distorted geometry.

Structure (XYZ):
```
27
Properties=species:S:1:pos:R:3:forces:R:3
C 3.1664 0.9653 2.1831 -0.01 0.47 -0.10
H 3.1819 0.4862 1.2039 0.14 0.18 -0.08
C -1.6482 -1.5177 -0.9119 0.69 1.03 1.66
H 0.4638 1.0673 -1.4660 0.23 0.20 0.29
H 1.1352 0.2125 2.8304 0.15 0.62 -0.55
H -2.5483 -2.0322 0.8967 0.60 -0.23 0.76
H 2.9414 2.0297 2.0729 -0.12 -0.08 -0.17
H 4.1639 0.9304 2.6215 0.08 -0.16 -0.14
H -1.5716 0.9188 -4.6542 0.81 0.13 0.17
C -0.9176 -0.5614 -1.5787 0.28 -0.17 -0.50
C -1.7222 -1.4382 0.5129 -1.42 -0.66 -1.31
C -0.1473 0.3385 0.4835 0.02 0.32 1.80
H -1.4247 -1.3730 -3.5263 0.17 -0.19 0.20
H 2.1774 0.6213 4.1124 0.38 0.05 -0.08
H -1.5643 -0.0283 3.0789 -0.31 0.17 -0.36
H 2.4087 -0.8153 3.1141 0.35 0.18 0.20
C -1.0035 -0.5224 1.2293 0.78 0.41 -1.55
C -0.1216 0.3834 -0.8701 -1.28 -1.35 -1.00
H 0.0964 -0.4736 -3.4203 0.06 -0.05 -0.23
H -2.7610 0.5795 -3.5895 -0.05 0.32 1.03
H 0.4875 0.9836 1.0756 0.01 0.18 -0.12
H -1.3329 1.6062 -3.0001 -0.47 0.34 -0.11
O -0.9071 -0.5273 2.5914 0.10 -0.32 0.64
H -2.1244 -2.3442 -1.4151 -0.33 0.18 -0.18
C -0.9376 -0.5070 -3.0773 -0.08 0.59 -0.52
C -1.6820 0.7560 -3.5748 -0.11 -0.91 -0.86
C 2.1919 0.2618 3.0777 -0.68 -1.26 1.11
```
Forces are in eV/Å.

As for the total energy: -12676.2153 eV. As for the multiplicity: 1. As for the HOMO-LUMO gap: 9.6 eV. As for the net charge: 0. As for the maximum force: 2.11 eV/A. As for the SMILES: CCc1ccc(O)cc1.CC. Its energy above the lowest of the compared OMol25 structures with the same formula, charge and spin is 34.8 kcal/mol.

(3)
The following is a DFT calculation (ωB97M-V/def2-TZVPD) of a 2-piece molecular cluster, C10H16O overall at a distorted geometry.

Structure (XYZ):
```
27
Properties=species:S:1:pos:R:3:forces:R:3
C 1.3893 -0.2518 1.3892 -1.02 0.31 -0.28
H -0.0532 3.6876 -0.7915 -0.15 0.38 -0.68
H -0.4674 -3.2539 -0.0916 -0.49 0.33 -0.23
C 0.7990 3.3830 -1.4179 -0.67 -0.25 0.98
C -0.6429 -1.4255 1.0734 -2.20 -1.06 -0.37
O 3.3335 -0.7890 0.2983 0.38 0.71 0.45
C 0.0138 -0.3611 1.6353 2.25 0.29 -0.76
H -2.5193 -2.5795 1.0906 0.20 0.11 -0.30
C 1.3662 -2.2467 0.0285 0.26 0.58 -0.39
H 0.8999 1.2300 -1.6762 -0.54 -0.01 0.22
H -3.9529 -0.4103 0.7051 -0.05 0.37 0.80
C -0.0064 -2.3278 0.2297 1.11 -0.43 1.17
C -2.1389 -1.5764 1.2988 -0.03 1.03 0.31
H 1.8399 0.6877 1.6849 0.54 -0.31 0.08
H -2.3102 -1.4385 2.3628 -0.16 0.16 0.23
C 0.4230 2.0818 -2.1759 1.70 0.66 1.03
H -0.4063 0.5081 2.1214 -0.64 -0.42 0.31
H 1.8367 -2.9472 -0.6541 0.19 0.04 0.17
H 1.1494 4.2066 -2.0355 -0.17 -0.02 -0.02
H -2.3872 0.4607 0.4222 -0.05 0.04 0.13
C 2.0588 -1.1659 0.5737 -0.37 0.42 0.09
H 0.9436 2.0748 -3.1335 -0.89 0.08 -0.43
C -2.8949 -0.4961 0.4770 -0.46 -1.69 -0.80
H -3.0050 -0.9300 -0.5266 0.60 0.45 -0.21
H 3.8946 -1.3880 -0.1726 -0.05 -0.91 -0.44
H -0.6521 2.0331 -2.1151 -0.21 -0.59 -0.88
H 1.4891 3.2341 -0.6004 0.93 -0.29 -0.19
```
Forces are in eV/Å.

As for the total energy: -12676.1332 eV. As for the multiplicity: 1. As for the HOMO-LUMO gap: 9.2 eV. As for the net charge: 0. As for the maximum force: 2.47 eV/A. As for the SMILES: CCc1ccc(O)cc1.CC. Its energy above the lowest of the compared OMol25 structures with the same formula, charge and spin is 36.7 kcal/mol.

(4)
The following is a DFT calculation (ωB97M-V/def2-TZVPD) of a 2-piece molecular cluster, C10H16O overall at a distorted geometry.

Structure (XYZ):
```
27
Properties=species:S:1:pos:R:3:forces:R:3
H -2.1340 1.3476 1.4548 0.29 -0.18 -0.37
O 1.2334 3.2417 0.9266 0.62 0.35 -0.60
H -1.5595 0.1605 -0.5359 0.23 -0.15 0.28
H 2.6483 0.6183 -2.4627 -0.04 0.50 -0.19
C -2.5570 0.3357 1.3923 -0.06 1.13 -0.33
H -1.7470 -2.4026 -0.5809 0.49 0.13 -0.06
H 1.1610 -1.3066 1.0177 -0.25 -0.20 -0.16
H -1.0290 -1.9562 1.0038 0.16 0.25 0.06
H 2.4103 2.8910 -1.3081 0.09 0.13 0.22
H -2.1049 -0.1988 2.2214 -0.31 -0.22 0.20
H 2.4247 -1.8969 -2.4163 0.19 0.14 0.05
H -3.1895 -0.2908 -0.5801 -0.20 -0.58 0.11
C 1.1737 0.8326 1.0906 0.15 -0.53 -0.06
C 1.7228 -0.4211 -0.8672 1.23 0.29 -1.67
H 1.2101 -2.4490 -1.1976 0.46 -0.26 -0.19
H 0.6496 3.2334 1.6726 -0.40 -0.35 0.61
C 1.5822 -1.6114 -1.7988 -1.36 -0.19 1.33
H 0.7892 0.8556 2.1026 0.00 0.14 0.03
C 2.2092 0.7648 -1.4872 -0.51 -0.70 1.52
H -3.6151 0.5634 1.5455 -0.03 -0.64 0.31
C -2.3076 -0.3854 0.0523 0.99 0.80 0.33
C 2.1305 1.9739 -0.8093 -0.21 -0.63 -1.17
C 1.4904 1.9951 0.4193 -0.12 0.54 0.54
H -2.7680 -2.2888 0.7645 0.39 -0.17 0.43
C 1.3398 -0.4056 0.4523 -0.12 0.83 0.17
C -1.8681 -1.8230 0.3369 -1.98 -0.37 -0.97
H 0.7047 -1.3774 -2.4091 0.28 -0.05 -0.44
```
Forces are in eV/Å.

As for the total energy: -12676.4471 eV. As for the multiplicity: 1. As for the HOMO-LUMO gap: 9.2 eV. As for the net charge: 0. As for the maximum force: 2.24 eV/A. As for the SMILES: Cc1ccc(O)cc1.CCC. Its energy above the lowest of the compared OMol25 structures with the same formula, charge and spin is 29.5 kcal/mol.

(5)
The following is a DFT calculation (ωB97M-V/def2-TZVPD) of one molecule with the formula C10H16O.

Structure (XYZ):
```
27
Properties=species:S:1:pos:R:3:forces:R:3
H 0.5042 1.3860 0.9476 0.01 0.11 0.02
C -0.5290 -2.2995 2.4852 -0.47 0.28 0.07
C -1.2778 0.0458 -0.5215 0.17 -0.04 -0.06
H -0.7732 2.9188 -0.7894 -0.07 0.08 0.09
H -1.8214 -0.3209 -1.3959 -0.01 0.06 0.00
H -0.3476 -1.8174 3.4603 -0.04 -0.04 -0.12
H 0.6572 0.1666 -3.5482 0.04 -0.26 0.00
C 0.1863 0.3116 -0.8956 -0.15 0.15 0.04
H 0.5799 1.9538 -3.9217 -0.02 0.22 -0.11
C 0.1197 2.8302 -1.4054 0.03 -0.05 -0.08
O 0.4141 -3.3350 2.2773 0.26 -0.26 -0.08
C 0.2925 1.4273 -1.9051 0.02 -0.09 0.08
C -1.3846 -0.9513 0.5898 -0.16 0.10 0.03
H -2.3594 -1.4012 0.7265 -0.08 -0.16 0.12
C -0.3797 -1.2789 1.3892 0.13 -0.39 0.29
H -1.7635 0.9768 -0.2108 -0.05 0.04 -0.09
H 0.9749 3.1213 -0.7964 0.02 0.07 0.10
H 0.3149 -3.9918 2.9733 0.02 0.07 -0.03
H 0.0392 3.5257 -2.2369 -0.01 0.07 -0.02
C 0.5202 1.1710 -3.1840 0.03 -0.01 -0.13
C 0.9917 -0.6839 1.2477 -0.02 0.15 -0.11
C 0.9752 0.5759 0.3883 0.11 -0.29 -0.11
H 0.5810 -0.6022 -1.3517 0.00 0.01 -0.02
H 1.9980 0.8730 0.1475 0.00 0.09 0.03
H 1.3923 -0.4590 2.2395 0.05 -0.06 0.02
H -1.5514 -2.7029 2.4858 0.09 0.11 0.00
H 1.6461 -1.4398 0.8045 0.09 0.03 0.07
```
Forces are in eV/Å.

As for the total energy: -12676.2436 eV. As for the multiplicity: 1. As for the HOMO-LUMO gap: 9.9 eV. As for the net charge: 0. As for the maximum force: 0.55 eV/A. As for the SMILES: C=C(C)[C@@H]1CC=C(CO)CC1. Its energy above the lowest of the compared OMol25 structures with the same formula, charge and spin is 34.2 kcal/mol.

(6)
The following is a DFT calculation (ωB97M-V/def2-TZVPD) of a 2-piece molecular cluster, C10H16O overall at a distorted geometry.

Structure (XYZ):
```
27
Properties=species:S:1:pos:R:3:forces:R:3
C -2.7950 -2.3133 1.1540 0.80 1.24 1.21
H 2.5201 0.2859 2.9272 -0.09 0.04 -0.01
H -1.4061 0.9481 -3.7052 0.30 0.06 -0.16
H 1.0639 2.8863 -2.5266 0.39 0.24 0.35
H 2.2573 2.3510 -0.2681 -0.07 0.08 0.06
H -2.9180 -0.1520 1.6687 0.21 -0.18 0.23
O -0.6113 1.4751 -3.4975 -0.40 -0.45 0.28
C -0.4918 -0.0350 -1.6429 0.32 -0.13 0.63
H -1.9113 -0.5257 0.2583 -0.35 0.09 0.24
C -0.0464 1.0824 -2.3723 -0.34 1.47 -0.53
C 2.7888 0.7228 1.9682 0.19 0.64 0.38
C -2.8032 -0.8151 0.8144 -0.52 -0.36 -0.61
C 1.5029 1.7064 -0.7010 1.29 0.44 -0.17
H -2.8069 -2.9383 0.2818 -0.40 -0.34 -0.33
H 1.9183 -1.1224 1.1910 -0.55 0.30 0.24
H 0.0298 -1.3032 -0.0091 -0.01 -0.22 0.09
H -3.5969 -2.4822 1.8667 -0.26 -0.52 -0.33
H 3.8661 0.8871 1.9898 0.04 -0.38 -0.21
H 2.4011 1.7439 1.9506 -0.38 -0.18 -0.06
H 3.2022 -0.6003 0.3842 0.26 0.42 -1.10
H -3.6828 -0.6296 0.1919 0.13 0.22 -0.15
C 0.2696 -0.4228 -0.5764 -0.04 0.85 -0.49
C 0.9381 2.0252 -1.8878 -1.03 -1.41 -0.07
H -1.4567 -0.4774 -1.8375 0.10 -0.36 -0.45
H -1.8794 -2.5405 1.7067 0.04 -0.16 -0.01
C 1.3449 0.4135 -0.1425 0.04 -0.97 -0.31
C 2.3027 -0.1697 0.8137 0.34 -0.42 1.27
```
Forces are in eV/Å.

As for the total energy: -12668.3923 eV. As for the multiplicity: 2. As for the HOMO-LUMO gap (alpha / beta): 10.0 / 7.2 eV. As for the net charge: +1. As for the maximum force: 1.91 eV/A. Its energy above the lowest of the compared OMol25 structures with the same formula, charge and spin is 18.1 kcal/mol.